{"formula": "C5H11N", "method": "ωB97M-V/def2-TZVPD", "symbols": ["H", "C", "C", "H", "C", "H", "H", "H", "H", "H", "C", "H", "H", "H", "N", "C", "H"], "positions_angstrom": [[-3.00741, -0.88183, -1.92488], [-0.90427, -1.24905, -1.46765], [0.23728, 0.85387, 1.83428], [-0.09170, 0.76721, 2.85650], [-2.29663, -0.73618, -1.10377], [3.07632, 0.62655, 0.08091], [-2.28314, 0.33461, -0.86813], [-2.69638, -1.25397, -0.22493], [-0.50133, -0.71718, -2.33782], [3.13014, 0.05830, 1.76049], [2.58036, 0.69234, 1.05586], [-0.15805, 1.77246, -0.24665], [2.61933, 1.73551, 1.40736], [-0.93270, -2.31399, -1.72444], [1.20848, 0.18536, 0.92609], [0.21111, 1.24972, 0.62045], [-0.19142, -1.12371, -0.64368]], "forces_ev_per_a": [[0.104, 0.015, 0.112], [0.087, -0.031, -0.007], [-0.106, 0.127, -0.138], [0.029, 0.041, -0.177], [-0.071, 0.041, 0.026], [-0.056, 0.010, 0.138], [0.000, -0.169, -0.038], [0.069, 0.062, -0.125], [-0.065, -0.069, 0.113], [-0.071, 0.091, -0.099], [0.157, -0.005, 0.005], [0.049, -0.072, 0.177], [-0.027, -0.143, -0.051], [-0.003, 0.152, 0.040], [0.175, -0.036, 0.005], [-0.114, 0.017, 0.180], [-0.158, -0.030, -0.159]], "nbo_charge": [0.200, -0.621, -0.069, 0.231, -0.603, 0.197, 0.193, 0.202, 0.195, 0.197, -0.435, 0.233, 0.169, 0.201, -0.446, -0.073, 0.230], "lumo_energy_ev": 1.2, "smiles": "CN1C=C1.CC", "fmax_ha_per_bohr": 0.00440, "de_lowest_kcal_mol": 92.00}